(1)
A cluster of 18 separate species, C60H168N12O18 in total in a non-equilibrium geometry, computed with ωB97M-V/def2-TZVPD.

```
258
C60H168N12O18 ωB97M-V/def2-TZVPD
C -4.331 2.153 -4.412
C -4.593 1.441 -3.095
C -3.959 0.044 -3.162
O -4.284 -0.688 -2.008
C -3.674 -1.951 -2.057
N -4.084 2.312 -1.968
H -4.854 3.083 -4.428
H -4.747 1.569 -5.230
H -3.272 2.450 -4.506
H -5.644 1.285 -2.856
H -2.826 0.057 -3.320
H -4.337 -0.528 -4.006
H -2.587 -1.902 -2.212
H -4.114 -2.541 -2.913
H -3.946 -2.400 -1.097
H -4.300 1.905 -1.062
H -3.069 2.408 -1.998
C 2.423 -0.605 -7.175
C 2.069 -2.124 -7.042
C 2.720 -2.904 -8.163
O 2.187 -2.532 -9.428
C 2.412 -3.552 -10.369
N 2.326 -2.660 -5.700
H 3.493 -0.563 -7.457
H 2.203 0.041 -6.332
H 1.886 -0.203 -8.030
H 0.982 -2.138 -7.057
H 2.501 -3.968 -7.974
H 3.823 -2.807 -8.146
H 3.434 -3.500 -10.751
H 1.675 -3.420 -11.154
H 2.329 -4.518 -9.892
H 2.419 -3.694 -5.679
H 3.200 -2.321 -5.351
C 2.605 2.064 5.403
C 3.866 1.449 5.946
C 3.840 -0.055 5.756
O 2.836 -0.644 6.552
C 3.031 -2.006 6.786
N 4.945 1.932 5.079
H 2.577 1.748 4.354
H 2.571 3.140 5.538
H 1.723 1.800 5.965
H 3.933 1.700 7.026
H 4.759 -0.580 5.963
H 3.694 -0.276 4.696
H 3.962 -2.199 7.355
H 3.106 -2.625 5.854
H 2.173 -2.432 7.326
H 4.950 2.918 5.093
H 5.842 1.627 5.444
C 2.166 5.381 0.897
C 1.080 4.321 0.753
C -0.190 4.961 0.370
O -1.213 4.085 0.624
C -2.376 4.677 0.190
N 1.362 3.340 -0.332
H 1.805 5.955 1.759
H 2.298 6.046 0.046
H 3.117 4.922 1.114
H 0.976 3.824 1.731
H -0.121 5.255 -0.663
H -0.416 5.910 0.878
H -2.229 4.953 -0.861
H -2.504 5.626 0.651
H -3.250 4.044 0.318
H 2.249 2.873 -0.304
H 0.728 2.551 -0.286
C -1.169 4.711 -4.313
C -0.620 3.295 -4.065
C 0.877 3.172 -4.190
O 1.434 3.525 -5.431
C 0.883 2.887 -6.533
N -1.037 2.748 -2.785
H -0.913 5.333 -3.474
H -2.270 4.699 -4.350
H -0.787 5.108 -5.250
H -1.035 2.635 -4.847
H 1.186 2.129 -4.003
H 1.287 3.847 -3.457
H 1.404 3.158 -7.444
H -0.191 3.123 -6.688
H 0.848 1.809 -6.328
H -0.526 1.940 -2.445
H -0.828 3.467 -2.079
C 6.697 2.426 -4.302
C 5.330 2.073 -4.823
C 4.347 1.701 -3.686
O 4.972 0.654 -2.913
C 3.933 0.066 -2.164
N 4.718 3.107 -5.709
H 7.167 1.572 -3.840
H 6.656 3.137 -3.473
H 7.323 2.850 -5.068
H 5.498 1.225 -5.500
H 3.399 1.336 -4.079
H 4.155 2.542 -3.053
H 3.642 0.788 -1.378
H 4.395 -0.795 -1.673
H 3.022 -0.180 -2.730
H 3.693 2.967 -5.574
H 4.836 4.024 -5.273
C 1.410 -5.049 5.965
C 0.298 -4.042 5.702
C -0.179 -4.150 4.177
O 0.853 -3.657 3.357
C 0.890 -2.262 3.240
N -0.888 -4.163 6.533
H 2.046 -5.009 5.076
H 1.007 -6.065 5.864
H 1.908 -4.905 6.917
H 0.688 -3.028 5.806
H -1.103 -3.555 4.044
H -0.317 -5.203 3.919
H 1.771 -1.942 2.704
H 0.997 -1.717 4.185
H -0.028 -1.908 2.738
H -0.608 -4.191 7.502
H -1.425 -3.310 6.472
C -0.492 -1.638 -0.398
C -0.776 -0.194 -0.753
C -1.134 0.530 0.510
O -0.102 0.448 1.411
C -0.313 1.127 2.578
N 0.273 0.448 -1.467
H 0.346 -1.715 0.310
H -0.343 -2.297 -1.279
H -1.357 -2.059 0.124
H -1.710 -0.128 -1.356
H -2.021 0.065 0.897
H -1.352 1.539 0.259
H -0.525 2.138 2.276
H 0.615 1.119 3.178
H -1.193 0.717 3.132
H 1.161 0.326 -0.968
H 0.478 -0.066 -2.324
C -1.001 -5.389 0.865
C -1.222 -6.374 -0.258
C -2.393 -5.828 -1.031
O -3.527 -5.361 -0.237
C -4.756 -5.405 -0.981
N -0.165 -6.540 -1.227
H -0.094 -5.694 1.437
H -1.854 -5.421 1.503
H -0.905 -4.365 0.479
H -1.471 -7.391 0.075
H -2.682 -6.512 -1.827
H -2.021 -4.897 -1.474
H -5.534 -5.442 -0.218
H -4.833 -6.310 -1.555
H -4.846 -4.494 -1.594
H 0.155 -5.598 -1.530
H 0.625 -7.019 -0.794
C 3.821 -3.511 -2.789
C 2.684 -3.985 -1.946
C 2.731 -3.296 -0.631
O 3.963 -3.652 0.009
C 3.872 -3.462 1.403
N 1.374 -3.750 -2.525
H 3.865 -2.427 -2.947
H 3.799 -3.982 -3.809
H 4.792 -3.775 -2.346
H 2.732 -5.063 -1.783
H 1.862 -3.587 -0.040
H 2.679 -2.217 -0.728
H 4.719 -3.972 1.829
H 2.916 -3.840 1.788
H 3.906 -2.385 1.700
H 1.280 -4.203 -3.412
H 1.279 -2.760 -2.655
C -0.805 6.658 4.050
C 0.492 6.128 4.567
C 1.535 7.169 4.629
O 2.734 6.577 5.051
C 3.703 7.539 5.199
N 0.327 5.433 5.830
H -0.674 6.973 3.021
H -1.247 7.509 4.589
H -1.535 5.839 4.079
H 0.846 5.345 3.915
H 1.242 7.916 5.413
H 1.713 7.802 3.694
H 3.816 8.045 4.241
H 4.645 7.060 5.421
H 3.419 8.264 6.002
H 1.168 4.936 6.104
H 0.057 5.953 6.635
C -3.808 1.663 7.665
C -2.567 2.430 7.215
C -1.808 1.600 6.247
O -1.414 0.462 7.046
C -0.542 -0.363 6.305
N -2.960 3.584 6.335
H -4.464 1.469 6.820
H -4.369 2.334 8.316
H -3.530 0.729 8.113
H -2.027 2.754 8.104
H -0.970 2.143 5.763
H -2.514 1.263 5.542
H -0.975 -0.521 5.284
H -0.491 -1.316 6.834
H 0.460 0.022 6.194
H -3.687 4.065 6.849
H -2.114 4.139 6.249
C -5.199 2.742 1.759
C -4.095 2.728 2.861
O -4.362 3.736 3.796
H -5.159 3.705 1.240
H -6.159 2.767 2.280
H -5.119 1.896 1.051
H -3.108 2.898 2.461
H -4.106 1.710 3.287
H -3.940 3.441 4.658
C 4.735 1.367 1.038
C 3.384 1.195 1.671
O 2.610 0.354 0.821
H 5.215 0.405 0.844
H 5.402 1.872 1.723
H 4.652 1.919 0.110
H 2.911 2.190 1.744
H 3.513 0.781 2.672
H 1.721 0.454 1.174
C -3.448 -2.050 1.918
C -4.620 -2.926 2.099
O -4.347 -4.120 2.757
H -3.733 -1.045 1.675
H -2.727 -2.527 1.273
H -2.894 -2.042 2.863
H -5.134 -3.144 1.165
H -5.283 -2.383 2.795
H -4.172 -4.870 2.177
C -8.410 -0.853 0.582
C -7.277 -1.338 -0.324
O -6.009 -0.930 0.121
H -8.424 0.182 0.844
H -8.460 -1.504 1.455
H -9.312 -1.094 0.027
H -7.446 -0.881 -1.327
H -7.351 -2.452 -0.382
H -5.520 -0.591 -0.652
C -0.988 -5.439 -5.011
C 0.201 -5.481 -5.869
O 1.381 -5.722 -5.028
H -0.821 -4.717 -4.230
H -1.100 -6.393 -4.564
H -1.917 -5.180 -5.521
H 0.432 -4.535 -6.340
H 0.056 -6.250 -6.652
H 1.315 -6.647 -4.764
C -1.178 -1.930 -5.139
C -0.435 -0.661 -4.941
O 0.807 -0.754 -4.217
H -2.100 -1.781 -5.694
H -1.434 -2.376 -4.175
H -0.561 -2.660 -5.690
H -0.976 0.083 -4.366
H -0.251 -0.161 -5.904
H 1.278 -1.474 -4.626
```

Properties
lowest unoccupied orbital energy	0.52	eV
gap between HOMO and LUMO	9.090	eV
energy above the lowest of the compared OMol25 structures with the same formula, charge and spin	0.0	kcal per mole
2S+1	1
highest occupied orbital energy	-8.6	eV
DFT total energy	-4397.9249	a.u.

=====

(2)
The molecule C4H5NO in a non-equilibrium geometry, computed with ωB97M-V/def2-TZVPD.

```
11
C4H5NO ωB97M-V/def2-TZVPD
H -2.063 0.645 1.920
N -1.195 0.511 1.409
C -1.414 0.001 0.263
C -0.290 -0.213 -0.666
O -0.603 -0.572 -1.950
C 0.878 0.133 -0.188
C 1.966 0.202 0.513
H -2.398 -0.212 -0.162
H 0.210 -0.863 -2.387
H 2.377 1.105 0.954
H 2.518 -0.712 0.372
```

Properties
SMILES	[H]/N=C/C(O)=C=C
lowest unoccupied orbital energy	0.64	eV
gap between HOMO and LUMO	9.131	eV
energy above the lowest of the compared OMol25 structures with the same formula, charge and spin	69.3	kcal per mole
2S+1	1
highest occupied orbital energy	-8.5	eV
DFT total energy	-285.3041	a.u.

=====

(3)
A structure of composition C6H12NO in a non-equilibrium geometry, computed with ωB97M-V/def2-TZVPD.

```
20
C6H12NO ωB97M-V/def2-TZVPD
C 1.305 1.441 -1.666
C 1.467 0.894 -0.287
C 0.482 -0.242 0.030
C -1.066 0.065 0.299
C -1.873 -1.141 0.748
C -1.894 -1.324 2.106
O -0.827 -1.253 2.962
N 1.763 0.360 -2.445
H 1.988 2.304 -1.833
H 0.261 1.653 -1.911
H 1.528 1.689 0.475
H 2.440 0.419 -0.130
H -1.455 0.519 -0.613
H -1.039 0.822 1.093
H -2.473 -1.652 0.011
H -2.769 -1.672 2.656
H -0.507 -1.429 1.981
H 1.359 0.323 -3.407
H 0.471 -0.890 -0.901
H 0.841 -0.886 0.832
```

Properties
lowest unoccupied orbital energy	-9.07	eV
total charge	+1
gap between HOMO and LUMO	3.123	eV
energy above the lowest of the compared OMol25 structures with the same formula, charge and spin	186.2	kcal per mole
2S+1	1
highest occupied orbital energy	-12.2	eV
DFT total energy	-365.2526	a.u.

=====

2S+1 of number 1 (C60H168N12O18)? 1

=====

Which formula does entry 2 have? C4H5NO

=====

The lowest highest occupied orbital energy belongs to which entry? C6H12NO